Formula: C36H60N9O7
Source: the Open Molecules 2025 dataset
Level of theory: the ωB97M-V functional and the def2-TZVPD basis

Values from the calculation:
HOMO energy ... -18.27 eV
E_LUMO ... -13.06 eV
M ... 730.93 Da
Relative energy (zero: lowest compared OMol25 entry of this formula, charge and spin) ... 0.00 kcal per mole
Net charge ... +7
Orbital gap ... 5.207 eV

Element x y z (Å)
N -1.29 -1.55 1.45
O -1.53 -0.76 2.37
O -0.26 -1.51 0.90
O -2.21 -2.23 0.99
C -2.35 2.50 8.07
C -1.43 2.80 9.26
O -0.22 2.92 9.19
N -2.13 3.07 10.62
H -2.90 3.71 10.50
H -2.63 2.22 10.82
C -1.19 3.56 11.71
H -1.71 1.95 7.38
H -2.71 3.46 7.69
H -3.20 1.86 8.28
H -1.81 3.82 12.57
H -0.75 4.41 11.19
H -0.50 2.78 12.02
C -5.59 -2.85 3.44
C -5.98 -4.29 3.23
O -6.73 -4.88 3.99
N -5.35 -4.90 1.90
H -5.98 -4.74 1.13
H -4.61 -4.24 1.72
C -4.80 -6.31 1.90
H -6.16 -2.50 4.31
H -5.80 -2.17 2.62
H -4.54 -2.86 3.70
H -5.50 -6.97 2.42
H -3.83 -6.12 2.36
H -4.61 -6.66 0.89
C -0.13 -3.86 6.67
C -1.07 -5.00 6.67
O -1.91 -5.17 5.78
N -0.95 -5.87 7.98
H -0.66 -6.80 7.73
H -0.18 -5.65 8.61
C -2.31 -5.79 8.69
H 0.91 -4.20 6.72
H -0.30 -3.03 7.35
H -0.15 -3.45 5.66
H -3.07 -6.34 8.13
H -2.58 -4.75 8.88
H -2.20 -6.34 9.62
C 4.16 3.02 3.35
C 2.93 2.18 3.41
O 2.54 1.53 4.41
N 2.01 2.15 2.13
H 2.61 2.04 1.33
H 1.45 1.32 2.14
C 1.17 3.43 2.12
H 4.90 2.63 4.05
H 4.26 4.10 3.26
H 4.64 2.62 2.46
H 0.74 3.66 3.10
H 0.36 3.09 1.47
H 1.91 4.09 1.67
C -2.53 1.15 -4.72
N -3.01 2.13 -5.73
C -2.30 2.40 -6.84
C -2.63 3.52 -7.57
C -3.82 4.24 -7.42
C -4.64 3.86 -6.34
C -4.11 2.95 -5.41
C -4.21 5.31 -8.37
C -5.08 6.35 -7.98
C -5.59 7.27 -8.94
N -5.21 7.11 -10.24
C -4.33 6.15 -10.61
C -3.83 5.17 -9.73
C -5.56 8.14 -11.25
H -3.34 1.02 -3.99
H -1.62 1.53 -4.25
H -2.50 0.24 -5.31
H -1.30 2.01 -7.01
H -1.98 3.63 -8.43
H -5.57 4.33 -6.04
H -4.45 2.77 -4.40
H -5.44 6.35 -6.96
H -6.30 8.04 -8.69
H -4.02 6.25 -11.64
H -3.14 4.42 -10.11
H -6.07 8.88 -10.63
H -6.17 7.69 -12.03
H -4.59 8.58 -11.47
C 3.91 -5.49 -0.03
N 4.70 -4.80 -1.11
C 4.14 -3.83 -1.89
C 5.06 -3.10 -2.60
C 6.37 -3.37 -2.73
C 6.91 -4.42 -1.97
C 6.01 -5.15 -1.17
C 7.30 -2.36 -3.46
C 8.30 -2.76 -4.38
C 9.08 -1.75 -5.03
N 9.02 -0.46 -4.62
C 8.21 -0.08 -3.57
C 7.30 -0.99 -3.00
C 9.83 0.59 -5.33
H 4.25 -5.22 0.97
H 4.04 -6.57 -0.12
H 2.86 -5.23 0.01
H 3.08 -3.68 -1.76
H 4.64 -2.22 -3.08
H 7.98 -4.58 -2.07
H 6.43 -6.02 -0.67
H 8.40 -3.78 -4.69
H 9.73 -2.06 -5.84
H 8.24 0.94 -3.22
H 6.65 -0.70 -2.19
H 10.77 0.57 -4.79
H 9.43 1.59 -5.18
H 9.95 0.33 -6.38